Record 1
DFT (ωB97M-V/def2-TZVPD) results for a cluster of 2 separate species, C8H19N2S in total in a non-equilibrium geometry.

Values from the calculation:
ΔE to the lowest compared entry with this formula, charge and spin ... 2.556 eV
E_LUMO ... -3.209 eV

ORCA input file:
```
! wB97M-V def2-TZVPD RIJCOSX def2/J DEFGRID3
* xyz 1 1
C -2.52246 -1.99236 -1.23022
C -1.14938 -2.50596 -0.75698
C -2.33498 -0.79912 -2.13410
C -0.09034 -1.44106 -0.40232
C -1.38569 0.27231 -1.58924
C 0.06962 -0.26243 -1.31202
C 0.90960 0.95439 -0.88662
C 2.11151 1.39049 2.88619
N 1.76279 2.54973 3.40331
N 3.31282 1.21995 2.42713
S 0.44719 1.84076 0.68489
H -2.94884 -2.78911 -1.89365
H -3.16080 -1.83126 -0.37346
H -1.17658 -3.15762 0.11216
H -0.76320 -3.13707 -1.57096
H -1.80806 -1.07451 -3.03052
H -3.28539 -0.27214 -2.45538
H -0.36021 -1.07891 0.54168
H 0.73557 -2.02350 -0.29022
H -1.43723 1.13304 -2.31441
H -1.80785 0.61535 -0.59453
H 0.68760 -0.39522 -2.35265
H 0.79739 1.62308 -1.72289
H 1.88374 0.74904 -0.77110
H 2.39576 3.36083 3.21285
H 0.85450 2.67633 3.81556
H 3.68106 0.21669 2.41801
H 4.01146 2.03287 2.31351
H 1.55544 0.54843 3.03383
H -0.98504 1.57700 0.83218
*
```

Let us look at the Mulliken charges, expressed in e, one per atom: -0.55, -0.79, -0.78, -0.90, -0.68, 0.68, -1.17, 0.08, -0.35, -0.36, -0.24, 0.27, 0.35, 0.35, 0.33, 0.34, 0.36, 0.25, 0.51, 0.28, 0.08, 0.21, 0.45, 0.62, 0.21, 0.27, 0.30, 0.25, 0.44, 0.21

=====

Record 2
DFT (ωB97M-V/def2-TZVPD) results for a structure of composition C33H53MnN7PTe2.

Values from the calculation:
ΔE to the lowest compared entry with this formula, charge and spin ... 1.049 eV
E_LUMO (alpha / beta) ... 2.435 / 2.432 eV

ORCA input file:
```
! wB97M-V def2-TZVPD RIJCOSX def2/J DEFGRID3
* xyz -1 6
Mn -0.34901 0.52256 -0.16430
Te -1.78146 -1.62200 -0.42522
C 1.75446 -1.40475 -1.73642
N 2.84613 -2.22829 -2.26023
C 4.10015 -1.49636 -2.10765
N 4.38075 -1.14047 -0.71202
C 3.25647 -0.33338 -0.22903
N 1.98349 -1.04389 -0.32397
C 2.06606 -2.29103 0.43525
N 3.16197 -3.14805 -0.02951
C 2.91835 -3.43921 -1.44749
C 4.40590 -2.38106 0.06375
H 0.80726 -1.94415 -1.79821
H 1.65220 -0.48107 -2.30829
H 4.05709 -0.58048 -2.70491
H 4.91908 -2.12047 -2.47660
H 3.17165 0.59090 -0.80243
H 3.44572 -0.07086 0.81867
H 1.10359 -2.80511 0.35064
H 2.25357 -2.07418 1.49490
H 1.97589 -3.98257 -1.53685
H 3.73004 -4.07092 -1.81880
H 5.23138 -3.00302 -0.29588
H 4.58636 -2.13617 1.11428
N 1.19111 0.39336 2.58390
C 1.65930 1.06090 3.65463
C 1.02644 2.28610 3.67128
C 0.17613 2.26168 2.54931
N 0.28831 1.10912 1.90119
H 1.39234 -0.53997 2.25779
H 2.38020 0.61720 4.31559
H 1.15873 3.07634 4.38539
H -0.49949 3.01014 2.17101
Te -3.15903 1.17707 -0.02701
C -3.83214 0.38207 1.81596
C -3.20738 0.70002 3.01486
C -3.64861 0.14881 4.20944
C -4.71877 -0.73135 4.21610
C -5.33652 -1.06175 3.01912
C -4.89315 -0.51349 1.82598
C -3.96619 3.19206 0.55632
C -3.52864 3.94632 1.64378
C -3.94454 5.25446 1.84282
C -4.81374 5.85261 0.93950
C -5.25800 5.12530 -0.15236
C -4.83620 3.81276 -0.33546
H -2.35012 1.35573 3.02092
H -3.14362 0.39933 5.13441
H -5.05987 -1.16890 5.14532
H -6.16318 -1.76143 3.01161
H -5.35686 -0.80436 0.89313
H -2.84494 3.51203 2.36184
H -3.58572 5.81078 2.70081
H -5.13817 6.87478 1.08706
H -5.93719 5.57877 -0.86506
H -5.19229 3.26562 -1.20269
C 0.13810 1.55589 -4.78739
C -0.50287 2.63518 -3.90669
C -0.82512 3.83097 -4.80892
C -1.82119 2.01710 -3.40079
P 0.61123 2.94788 -2.41624
N 0.57415 1.73972 -1.46173
C 0.05450 4.57619 -1.59668
C 0.37920 5.90054 -2.29957
C -1.46470 4.52708 -1.39461
C 0.65908 4.61976 -0.18156
C 2.36723 3.22758 -3.08313
C 2.53527 4.13362 -4.30961
C 2.97744 1.85875 -3.42618
C 3.22303 3.80326 -1.94385
H -0.61731 1.20813 -5.49708
H 0.46012 0.69727 -4.19930
H 0.98184 1.92472 -5.36821
H -1.41991 3.47406 -5.65681
H 0.06085 4.31224 -5.22022
H -1.41874 4.59027 -4.30758
H -2.38750 1.68455 -4.27563
H -2.44656 2.71933 -2.85607
H -1.64701 1.14800 -2.75940
H -0.00358 5.95839 -3.31759
H 1.44566 6.11270 -2.32531
H -0.09133 6.71162 -1.73490
H -2.02537 4.64150 -2.31745
H -1.75771 5.34785 -0.73410
H -1.77164 3.60183 -0.91310
H 1.64493 5.07665 -0.16144
H 0.73830 3.61370 0.22514
H 0.00670 5.21584 0.46105
H 2.09792 3.69672 -5.20836
H 3.60624 4.25724 -4.50635
H 2.11561 5.12946 -4.18257
H 2.73605 1.53096 -4.43378
H 2.62087 1.10444 -2.72760
H 4.06631 1.91862 -3.35207
H 3.01279 4.85264 -1.74908
H 4.27421 3.73023 -2.23643
H 3.08406 3.24549 -1.01787
*
```

Let us look at the Mulliken charges, expressed in e, one per atom: 0.39, -0.97, -0.62, 0.12, -0.54, 0.04, -0.27, 1.35, -0.68, -0.07, -0.70, -0.85, 0.29, -0.23, 0.10, 0.37, -0.19, 0.29, 0.11, 0.28, 0.39, 0.34, 0.37, 0.39, -0.14, -0.13, -1.63, -0.02, 0.57, 0.07, 0.49, 0.44, 0.49, 0.41, 0.61, 0.07, -0.89, -0.37, -0.48, -0.67, -0.33, 0.21, -0.82, -0.36, -0.66, -0.04, 0.10, 0.39, 0.36, 0.36, 0.34, 0.28, 0.37, 0.36, 0.37, 0.34, -1.90, 2.23, -2.02, -1.59, -1.25, 1.11, 2.92, -2.13, -1.89, -1.99, 3.09, -1.98, -2.82, -2.10, 0.69, 0.11, 0.34, 0.53, 0.23, 0.30, 0.47, 0.22, 0.01, 0.29, 0.35, 0.52, 0.20, 0.86, -0.23, 0.27, 0.12, 0.61, 0.34, 0.52, 0.24, 0.35, 0.23, 0.69, 0.38, 0.67, 0.20

=====

Record 3
DFT (ωB97M-V/def2-TZVPD) results for the ion CHO3PS4 with charge -2 in a non-equilibrium geometry.

Values from the calculation:
ΔE to the lowest compared entry with this formula, charge and spin ... 0.000 eV
E_LUMO (alpha / beta) ... 5.368 / 5.368 eV

ORCA input file:
```
! wB97M-V def2-TZVPD RIJCOSX def2/J DEFGRID3
* xyz -2 1
C -0.61522 0.22045 0.31307
O -0.53749 2.97036 0.69343
O 1.30630 1.81589 -0.48087
O -0.75439 2.03261 -1.72659
P -0.30590 1.91820 -0.32283
S -2.00678 -0.61831 0.66426
S 1.94126 1.49060 1.01126
S -3.65468 0.39091 0.99786
S 3.02885 -0.11773 0.79268
H 0.16921 -0.49446 0.12187
*
```

Let us look at the Mulliken charges, expressed in e, one per atom: -0.12, -0.72, -0.31, -0.77, 0.98, -0.03, -0.09, -0.49, -0.70, 0.24

=====

Record 4
DFT (ωB97M-V/def2-TZVPD) results for a cluster of 5 separate species, C35H75N7O10S in total in a non-equilibrium geometry.

Values from the calculation:
Structure (SMILES) ... CCN(CC[C@H](CC(=O)O)OC(=O)CCCCCCCSc1nnco1)C(C)=O.COC[C@@H](C)N.COC[C@@H](C)N.COC[C@@H](C)N.COC[C@@H](C)N
E_LUMO ... 0.464 eV

ORCA input file:
```
! wB97M-V def2-TZVPD RIJCOSX def2/J DEFGRID3
* xyz 0 1
C -4.48504 0.05250 -2.63452
C -3.11784 0.70787 -2.44465
N -3.14071 2.13587 -2.73999
C -1.81807 2.76335 -2.94246
C -0.70136 2.10844 -2.15786
C 0.54698 2.97450 -2.12173
C 1.33066 2.96217 -3.44137
C 1.42762 4.33515 -4.05278
O 0.99938 4.60913 -5.15516
O 2.04145 5.29678 -3.30581
O 1.33569 2.66751 -0.96566
C 1.78317 1.36829 -0.86914
O 2.74659 0.96176 -1.47111
C 1.01335 0.50955 0.10726
C 1.80881 0.47795 1.41828
C 0.93459 0.28719 2.68868
C -0.51739 -0.11907 2.41983
C -1.50572 1.06521 2.20944
C -0.88588 2.44755 1.99786
C -1.83330 3.31252 1.11813
S -2.40234 4.83348 1.93843
C -1.50226 6.02391 1.02802
N -1.42868 5.99489 -0.23287
N -0.62232 7.06142 -0.60709
C -0.29550 7.63546 0.45927
O -0.78949 7.04993 1.54715
C -3.88946 2.85013 -1.78582
C -4.34341 4.23996 -2.16466
O -4.20650 2.38826 -0.70275
H -4.76160 0.12540 -3.68041
H -5.22307 0.47558 -1.96956
H -4.35371 -0.99674 -2.39724
H -2.43752 0.17651 -3.09638
H -2.81379 0.48575 -1.42337
H -1.59084 2.88907 -3.99878
H -1.89146 3.76990 -2.53627
H -1.05393 2.03368 -1.13735
H -0.42940 1.13188 -2.54567
H 0.21253 3.99532 -1.96306
H 0.81085 2.35964 -4.17489
H 2.34438 2.59835 -3.31522
H 2.62278 4.84914 -2.67799
H 0.04167 0.96461 0.20829
H 0.97561 -0.48004 -0.32574
H 2.32657 1.42539 1.53067
H 2.55972 -0.29869 1.37804
H 1.37646 -0.51417 3.27059
H 1.02139 1.15969 3.32089
H -0.62738 -0.81764 1.59789
H -0.84969 -0.66525 3.29697
H -2.17894 0.82195 1.39356
H -2.13310 1.13648 3.09241
H -0.71168 2.98103 2.92155
H 0.05744 2.42295 1.46511
H -1.31756 3.64430 0.22786
H -2.70786 2.76469 0.79328
H 0.34678 8.49074 0.44608
H -4.52132 4.32714 -3.22939
H -5.27437 4.40176 -1.64574
H -3.61637 4.97497 -1.83641
C 0.72779 -3.30715 -1.33448
O -0.17948 -3.34600 -0.24969
C -0.84635 -4.57966 -0.06431
C -0.03105 -5.64838 0.67817
C 1.06128 -6.30387 -0.15919
N 0.57357 -5.11196 1.90323
H 0.37746 -3.90172 -2.18289
H 1.72064 -3.64383 -1.02757
H 0.81649 -2.26812 -1.65330
H -1.72151 -4.34394 0.54750
H -1.22467 -4.95680 -1.02398
H -0.73420 -6.43481 0.96830
H 1.94180 -5.67120 -0.26033
H 1.39144 -7.22679 0.31621
H 0.69963 -6.55431 -1.15940
H -0.17216 -4.77476 2.50676
H 1.08091 -4.26858 1.64545
C 5.20361 -6.66060 -0.22612
O 4.39146 -6.57951 0.92970
C 4.53251 -7.65065 1.84216
C 5.75460 -7.56152 2.76682
C 7.07797 -7.89906 2.08614
N 5.86862 -6.24193 3.39665
H 5.33378 -7.69457 -0.55807
H 6.17893 -6.19880 -0.05693
H 4.70663 -6.09968 -1.01852
H 3.63629 -7.61243 2.46702
H 4.50515 -8.61077 1.30846
H 5.60244 -8.29803 3.56122
H 7.44896 -7.07733 1.47489
H 7.84142 -8.10780 2.83524
H 6.98215 -8.78280 1.45179
H 5.03359 -6.06558 3.94851
H 5.82607 -5.54547 2.65748
C 1.78182 -5.73073 7.00550
O 1.04330 -5.59331 5.80592
C -0.14853 -4.84274 5.91274
C 0.03991 -3.31866 5.90101
C 0.58405 -2.75369 7.20958
N 0.90539 -2.87983 4.80046
H 1.12646 -5.80658 7.87796
H 2.48016 -4.90109 7.13691
H 2.36658 -6.64722 6.92869
H -0.73968 -5.11606 5.03409
H -0.72339 -5.16412 6.79200
H -0.94898 -2.87659 5.74432
H 1.65628 -2.91390 7.31376
H 0.41787 -1.67728 7.25024
H 0.08473 -3.20130 8.07123
H 0.48436 -3.15804 3.91869
H 1.75610 -3.43538 4.84743
C -2.10418 6.17836 -4.64193
O -3.36010 6.67379 -4.20929
C -3.66739 7.98579 -4.63783
C -4.18222 8.09448 -6.08032
C -3.09578 7.94453 -7.14105
N -5.25005 7.12728 -6.35711
H -1.34938 6.96740 -4.68428
H -2.18647 5.68916 -5.61496
H -1.78018 5.42672 -3.92209
H -4.46391 8.32581 -3.97055
H -2.81013 8.65127 -4.47003
H -4.60473 9.09767 -6.18920
H -2.80916 6.90502 -7.29434
H -3.45438 8.32024 -8.09915
H -2.20139 8.51082 -6.87376
H -6.02801 7.30176 -5.72712
H -4.91033 6.20976 -6.08105
*
```

These are the Mulliken partial charges, in e, on atoms 1 to 99: -1.66, 0.12, 0.32, -0.51, 0.00, 0.15, -0.89, 0.49, -0.59, -0.49, -0.35, -0.19, -0.64, 2.26, -1.10, -0.79, -0.34, -1.05, -0.35, 0.85, -0.30, 0.41, 0.34, -0.62, -0.08, -0.33, 0.68, -1.25, -0.66, 0.35, 0.41, 0.41, 0.62, -0.11, 0.40, -0.58, -0.45, 0.76, 0.64, 0.23, 0.54, 0.39, -0.63, -0.60, 0.29, 0.47, 0.37, 0.45, 0.22, 0.36, 0.13, 0.55, 0.79, 0.16, -1.06, 0.12, 0.44, 0.30, 0.53, 0.09, -0.66, 0.03, -1.09, 0.44, -1.44, -0.45, 0.38, 0.22, 0.09, 0.34, 0.45, 0.44, 0.14, 0.35, 0.39, 0.09, 0.26, -0.80, -0.20, -0.74, 0.36, -1.43, -0.72, 0.36, 0.26, 0.24, 0.31, 0.41, 0.40, 0.29, 0.36, 0.34, 0.23, 0.34, -0.71, -0.31, -0.78, 0.49, -1.60

=====

Record 5
DFT (ωB97M-V/def2-TZVPD) results for a structure of composition C5H7NO.

Values from the calculation:
ΔE to the lowest compared entry with this formula, charge and spin ... 4.051 eV
E_LUMO ... 0.731 eV

ORCA input file:
```
! wB97M-V def2-TZVPD RIJCOSX def2/J DEFGRID3
* xyz 0 1
O 1.70091 1.20141 -1.62965
C 1.01393 0.37605 -0.81977
C 1.44338 -0.67369 0.15165
N 0.00251 -1.08614 0.17482
C -0.92805 -0.39984 1.11903
C -1.58484 0.35482 -0.07114
C -0.27968 0.00368 -0.74764
H 2.13465 -1.44519 -0.19275
H 1.77007 -0.28820 1.12100
H -0.41505 0.31053 1.78178
H -1.54927 -1.08232 1.70366
H -1.82772 1.40941 0.06549
H -2.44244 -0.18248 -0.47855
H 0.96161 1.50198 -2.17793
*
```

Let us look at the Mulliken charges, expressed in e, one per atom: -0.52, 0.38, -0.52, -0.32, -0.43, -0.43, -0.05, 0.25, 0.27, 0.22, 0.33, 0.28, 0.22, 0.31

=====

Record 6
DFT (ωB97M-V/def2-TZVPD) results for an isolated molecule of C8H11PS in a non-equilibrium geometry.

Values from the calculation:
ΔE to the lowest compared entry with this formula, charge and spin ... 0.000 eV
Structure (SMILES) ... CCP(S)c1ccccc1
E_LUMO ... 0.750 eV

ORCA input file:
```
! wB97M-V def2-TZVPD RIJCOSX def2/J DEFGRID3
* xyz 0 1
C -2.24028 0.12695 0.83362
C -1.27643 -0.37053 1.97682
P 0.44404 -1.51458 1.34988
S 1.66154 -0.65244 2.92063
C 0.82856 -0.51959 -0.17403
C -0.27827 -0.66410 -1.08140
C -0.24908 0.04839 -2.26795
C 0.86757 0.94618 -2.42252
C 1.83956 1.13650 -1.47032
C 1.91616 0.35761 -0.35713
H -2.93560 0.94485 1.23330
H -1.73139 0.45488 -0.06511
H -2.90028 -0.81118 0.62669
H -1.79673 -1.14671 2.65558
H -0.90018 0.52185 2.49378
H 2.73129 -1.29795 2.37939
H -1.10301 -1.27517 -0.80904
H -0.98352 -0.00665 -3.04747
H 0.81233 1.39534 -3.44261
H 2.58306 1.93823 -1.73692
H 2.71067 0.38811 0.40481
*
```

Let us look at the Mulliken charges, expressed in e, one per atom: -0.94, -0.69, 0.05, -0.30, 1.01, -0.87, -0.69, -0.37, -0.45, -0.35, 0.32, 0.36, 0.23, 0.33, 0.42, 0.14, 0.71, 0.41, 0.27, 0.27, 0.15